[1]
51
Properties=species:S:1:pos:R:3 method="wB97M-V/def2-TZVPD" charge=+2 s_squared=4.2243 total_energy_ev=-128897.82637 gap_ev="5.8 / 6.0" max_force_ev_per_a=0.48 homo_ev="-13.7 / -14.4" lumo_ev="-7.90 / -8.38" spin_multiplicity=4
Mn -0.250 0.425 -0.141
S 1.097 -4.489 5.190
N -0.261 -4.207 4.373
C -0.032 -3.148 3.606
C -0.991 -2.539 2.702
C -2.316 -2.969 2.571
C -3.146 -2.291 1.709
C -2.634 -1.233 0.961
N -1.371 -0.822 1.049
C -0.567 -1.454 1.944
C 0.766 -0.888 2.122
N 1.038 0.228 1.407
C 2.218 0.823 1.590
C 3.182 0.331 2.461
C 2.924 -0.827 3.163
C 1.683 -1.448 3.007
C 1.268 -2.628 3.745
N 2.014 -3.295 4.616
H -2.664 -3.811 3.154
H -4.183 -2.567 1.590
H -3.264 -0.708 0.261
H 2.382 1.739 1.041
H 4.117 0.860 2.572
H 3.651 -1.256 3.840
C 3.688 0.967 -4.262
S 4.682 1.754 -2.970
C 3.615 2.794 -2.093
C 2.356 2.515 -1.499
S 1.597 1.012 -1.599
S 1.697 3.803 -0.569
C 3.015 4.945 -0.721
S 3.046 6.390 -0.014
S 4.263 4.337 -1.777
H 4.415 0.358 -4.798
H 3.289 1.722 -4.935
H 2.910 0.331 -3.862
C -1.466 2.084 -0.500
C -2.246 1.203 -1.351
C -1.593 0.372 -2.285
C -2.288 -0.646 -2.940
C -3.651 -0.786 -2.737
C -4.337 0.113 -1.900
C -3.643 1.061 -1.190
C -4.372 -1.836 -3.399
N -4.941 -2.694 -3.905
H -1.979 2.515 0.356
H -0.773 2.769 -0.986
H -0.588 0.603 -2.618
H -1.778 -1.289 -3.644
H -5.413 0.040 -1.809
H -4.169 1.734 -0.527



[2]
21
Properties=species:S:1:pos:R:3 method="wB97M-V/def2-TZVPD" charge=+1 e_above_lowest_kcal_mol=15.5 total_energy_ev=-10313.41555 gap_ev=11.4 max_force_ev_per_a=3.80 homo_ev=-14.0 lumo_ev=-2.61 spin_multiplicity=1
C 1.239 1.536 -0.597
C 1.814 2.134 -1.813
C -1.759 -2.512 1.684
C -1.346 -1.393 0.652
N -0.013 1.295 -0.528
N -1.682 -1.491 -0.656
N -0.798 -0.375 1.165
N 2.181 1.143 0.324
H 2.586 1.419 -2.073
H 1.117 2.298 -2.666
H 2.358 3.047 -1.572
H -2.564 -3.127 1.237
H -1.926 -2.027 2.639
H -0.815 -3.117 1.957
H -0.537 1.567 -1.328
H -1.743 -0.637 -1.222
H 2.011 0.681 1.232
H -2.269 -2.208 -1.037
H -0.402 -0.533 2.061
H -0.479 0.473 0.260
H 3.027 1.827 0.279



[3]
67
Properties=species:S:1:pos:R:3 method="wB97M-V/def2-TZVPD" charge=0 total_energy_ev=-104639.19754 gap_ev=6.0 max_force_ev_per_a=3.60 homo_ev=-9.6 lumo_ev=-3.55 spin_multiplicity=1
Zr -0.508 -0.017 2.667
F 0.830 0.070 5.860
C 1.387 -1.156 6.081
F 0.704 -1.717 7.073
F 2.703 -0.940 6.471
S 1.444 -2.179 4.419
O 1.168 -1.413 3.203
O 2.634 -2.932 4.434
N 0.326 -3.229 4.850
S -1.243 -2.963 4.444
O -2.099 -3.500 5.484
O -1.419 -1.534 4.074
C -1.430 -3.894 2.623
F -1.787 -5.211 2.961
F -2.455 -3.359 1.908
F -0.364 -3.897 1.869
C 0.319 0.365 -4.215
C 1.426 0.772 -3.286
C 2.562 0.976 -4.080
C 3.764 1.450 -3.478
C 3.717 1.868 -2.165
C 2.560 1.604 -1.420
C 1.436 0.997 -1.941
Sb -0.259 0.293 -0.439
C -1.739 1.709 -1.021
C -2.980 1.172 -1.256
C -4.041 1.941 -1.668
C -3.889 3.316 -1.887
C -2.573 3.838 -1.743
C -1.507 3.061 -1.239
C -0.168 3.814 -1.117
C -0.011 -1.539 -1.522
C -1.216 -2.159 -1.829
C -1.250 -3.513 -2.267
C -0.047 -4.093 -2.537
C 1.174 -3.575 -2.161
C 1.202 -2.310 -1.558
C 2.548 -1.769 -1.025
H 0.355 -0.660 -4.630
H 0.390 1.062 -5.047
H -0.631 0.569 -3.728
H 2.601 0.588 -5.109
H 4.625 1.558 -4.133
H 4.473 2.399 -1.651
H 2.495 1.897 -0.373
H -3.102 0.091 -1.068
H -4.977 1.373 -1.795
H -4.721 3.992 -2.172
H -2.381 4.836 -2.151
H -0.327 4.840 -1.451
H 0.441 3.388 -1.853
H 0.231 3.765 -0.058
H -2.095 -1.579 -1.830
H -2.158 -4.064 -2.385
H 0.031 -5.126 -2.853
H 2.073 -4.101 -2.289
H 2.921 -2.667 -0.513
H 2.356 -0.951 -0.278
H 3.165 -1.470 -1.881
O -1.502 -0.613 1.029
F 0.227 2.952 4.874
Te -0.680 3.267 3.167
F -0.106 5.199 2.520
F -2.241 3.213 1.807
F 1.146 0.526 1.726
F -2.074 3.983 4.179
O -1.455 1.387 3.376



[4]
18
Properties=species:S:1:pos:R:3 method="wB97M-V/def2-TZVPD" charge=0 e_above_lowest_kcal_mol=40.1 total_energy_ev=-9910.50324 gap_ev=9.6 max_force_ev_per_a=0.77 smiles=OCCCNCO homo_ev=-8.8 lumo_ev=0.82 spin_multiplicity=1
C -0.601 -0.901 -0.027
C 0.873 -1.381 0.112
C 1.902 -0.290 0.319
O 2.041 0.585 -0.780
N -0.864 0.436 0.441
C -1.641 1.355 -0.351
O -2.691 1.938 0.401
H -1.261 -1.629 0.468
H -0.854 -0.996 -1.080
H 1.019 -2.136 0.888
H 1.110 -1.884 -0.833
H 2.869 -0.752 0.559
H 1.690 0.330 1.175
H 2.318 0.075 -1.544
H -0.102 0.877 0.928
H -2.098 0.791 -1.159
H -0.996 2.144 -0.739
H -2.713 1.438 1.223



[5]
14
Properties=species:S:1:pos:R:3 method="wB97M-V/def2-TZVPD" charge=0 e_above_lowest_kcal_mol=59.1 total_energy_ev=-7359.69207 gap_ev=9.9 max_force_ev_per_a=1.20 smiles="C=C=O.C=CC" homo_ev=-8.8 lumo_ev=1.05 spin_multiplicity=1
O 2.309 0.908 0.577
C 1.760 0.163 -0.142
C -0.019 -0.316 1.378
C -0.698 0.593 0.681
C -1.596 0.246 -0.446
C 1.401 -0.562 -1.184
H -0.030 -1.367 1.096
H 0.544 -0.045 2.260
H -2.491 0.127 0.167
H -0.741 1.633 0.999
H -1.763 1.027 -1.194
H -1.355 -0.704 -0.933
H 0.706 -1.388 -1.193
H 1.972 -0.314 -2.066



[6]
13
Properties=species:S:1:pos:R:3 method="wB97M-V/def2-TZVPD" charge=-1 e_above_lowest_kcal_mol=93.5 total_energy_ev=-11405.40297 gap_ev=6.9 max_force_ev_per_a=2.92 homo_ev=-3.3 lumo_ev=3.56 spin_multiplicity=1
C -0.289 0.748 -0.710
C 0.153 0.054 0.433
C -1.391 1.634 -0.767
C 0.709 -0.478 1.380
C 1.298 -1.230 2.475
O -0.285 2.409 -0.829
O -2.561 1.816 -1.059
O -0.818 -0.524 -3.174
H -0.633 -0.242 -2.246
H 2.142 -0.755 3.202
H 1.951 -1.987 2.077
H 0.423 -1.617 3.018
H -0.699 0.172 -3.800



[7]
13
Properties=species:S:1:pos:R:3 method="wB97M-V/def2-TZVPD" charge=+2 e_above_lowest_kcal_mol=69.0 total_energy_ev=-7102.25375 gap_ev=8.4 max_force_ev_per_a=4.51 homo_ev=-20.4 lumo_ev=-11.93 spin_multiplicity=1
C 0.096 0.938 0.004
N -0.668 -0.353 0.042
N 0.706 1.272 -1.072
N -1.112 -0.627 1.191
N 0.846 0.650 -2.210
H 0.007 1.481 0.939
H -0.150 -0.989 2.343
H -0.764 -1.114 -0.723
H 1.337 2.090 -0.854
H 0.087 -1.037 3.073
H -1.792 -1.495 1.257
H 1.355 1.103 -3.049
H 0.073 0.059 -2.664



[8]
97
Properties=species:S:1:pos:R:3 method="wB97M-V/def2-TZVPD" charge=+2 e_above_lowest_kcal_mol=2.5 total_energy_ev=-290724.83666 gap_ev=7.6 max_force_ev_per_a=2.45 homo_ev=-12.6 lumo_ev=-4.99 spin_multiplicity=1
Y 0.485 0.053 -0.218
C -3.761 -2.581 3.275
C -3.305 -1.515 2.269
Ge -2.040 -2.261 0.993
C -2.726 -3.545 -0.294
C -2.850 -4.949 0.313
C -0.545 -3.047 1.913
C 0.780 -3.069 2.121
Ge 1.963 -1.686 1.289
C 3.229 -2.701 0.138
C 2.461 -3.544 -0.880
C 2.938 -0.522 2.595
C 3.934 -1.076 3.612
C 1.378 -4.188 2.916
C 0.636 -5.289 3.363
C 1.229 -6.313 4.079
C 2.588 -6.274 4.368
C 3.343 -5.202 3.927
C 2.740 -4.179 3.209
H -4.425 -2.137 4.016
H -2.919 -3.017 3.813
H -4.311 -3.387 2.788
H -2.819 -0.687 2.789
H -4.162 -1.110 1.727
H -2.045 -3.557 -1.149
H -3.691 -3.186 -0.646
H -1.895 -5.312 0.694
H -3.186 -5.654 -0.446
H -3.575 -4.977 1.127
H -1.116 -3.847 2.403
H 3.866 -3.349 0.740
H 3.894 -1.993 -0.366
H 1.883 -4.325 -0.382
H 3.127 -4.032 -1.593
H 1.751 -2.941 -1.462
H 2.168 0.059 3.115
H 3.452 0.184 1.933
H 3.455 -1.735 4.334
H 4.397 -0.262 4.177
H 4.738 -1.634 3.128
H -0.421 -5.376 3.151
H 0.629 -7.149 4.411
H 3.050 -7.079 4.924
H 4.403 -5.159 4.137
H 3.349 -3.356 2.871
Cl -5.853 3.536 0.323
C -4.661 2.327 0.158
C -3.499 2.383 0.927
Cl -3.242 3.658 2.038
C -2.550 1.383 0.780
Cl -1.072 1.441 1.693
C -2.710 0.323 -0.100
O -1.740 -0.640 -0.206
C -3.859 0.292 -0.886
Cl -4.027 -0.943 -2.067
C -4.832 1.285 -0.757
Cl -6.228 1.232 -1.737
O -0.426 2.066 -1.574
C -1.401 2.145 -2.645
C -0.984 1.355 -3.867
C -0.767 -0.149 -3.583
C 0.692 -0.510 -3.576
C 1.290 -1.135 -4.660
C 2.657 -1.362 -4.656
C 3.413 -0.913 -3.583
C 2.751 -0.290 -2.548
N 1.421 -0.124 -2.511
H 0.279 2.699 -1.759
H -1.565 3.195 -2.890
H -2.327 1.749 -2.232
H -0.074 1.790 -4.289
H -1.764 1.482 -4.619
H -1.275 -0.750 -4.335
H -1.228 -0.417 -2.626
H 0.681 -1.438 -5.500
H 3.128 -1.873 -5.485
H 4.485 -1.037 -3.550
H 3.299 0.092 -1.693
C 5.278 2.247 1.516
N 4.164 2.820 2.254
C 2.901 2.953 1.836
Se 2.205 2.463 0.178
N 2.195 3.545 2.811
C 3.019 3.817 3.900
C 2.780 4.410 5.131
C 3.861 4.506 5.986
C 5.130 4.028 5.628
C 5.365 3.441 4.400
C 4.277 3.350 3.542
H 4.947 2.014 0.509
H 5.620 1.340 2.014
H 6.090 2.971 1.474
H 1.225 3.795 2.712
H 1.803 4.781 5.409
H 3.726 4.962 6.956
H 5.944 4.121 6.333
H 6.345 3.077 4.124



[9]
61
Properties=species:S:1:pos:R:3 method="wB97M-V/def2-TZVPD" charge=+1 total_energy_ev=-79528.88871 gap_ev=6.8 max_force_ev_per_a=1.01 homo_ev=-11.0 lumo_ev=-4.20 spin_multiplicity=1
C -2.515 -0.652 -1.953
C -1.523 -0.766 -0.841
O -1.695 -1.500 0.114
N -0.348 0.031 -0.904
C -0.138 0.835 -2.115
C -0.124 0.744 0.323
N -1.402 1.492 0.704
C -1.344 1.781 2.057
N -2.406 1.679 2.795
S -3.984 1.224 2.250
N -0.143 2.073 2.697
C 0.701 0.828 2.696
C 0.316 -0.104 1.519
P 1.781 -1.091 1.025
O 1.317 -2.431 0.329
O 2.348 -1.593 2.433
S 3.032 -0.031 0.027
H -2.105 -1.090 -2.865
H -2.748 0.393 -2.139
H -3.400 -1.214 -1.670
H 0.044 0.172 -2.957
H 0.773 1.415 -1.976
H -0.960 1.515 -2.340
H 0.680 1.461 0.147
H -1.400 2.385 0.203
H -2.292 1.882 3.783
H -3.580 0.036 1.765
H 0.347 2.778 2.151
H 0.528 0.324 3.645
H 1.747 1.121 2.640
H -0.503 -0.768 1.801
H 1.327 -2.338 -0.635
H 1.635 -1.731 3.072
C -4.030 3.816 -4.250
C -5.136 4.480 -4.632
C -6.366 4.577 -3.749
O -7.301 5.214 -4.186
C -6.350 3.912 -2.457
C -5.248 3.253 -2.089
C -4.019 3.177 -2.966
O -3.066 2.552 -2.505
O -5.117 2.606 -0.931
O -5.253 5.099 -5.784
H -3.149 3.745 -4.873
H -7.234 3.973 -1.838
H -4.217 2.226 -0.945
H -6.146 5.499 -5.806
C 5.266 -3.513 1.907
C 4.960 -4.760 2.289
C 6.013 -5.824 2.501
O 5.613 -6.915 2.863
C 7.400 -5.486 2.264
C 7.707 -4.238 1.880
C 6.655 -3.168 1.687
O 7.049 -2.066 1.352
O 8.940 -3.824 1.637
O 3.724 -5.184 2.519
H 4.511 -2.754 1.761
H 8.146 -6.254 2.406
H 8.869 -2.883 1.383
H 3.813 -6.123 2.781



[10]
96
Properties=species:S:1:pos:R:3 method="wB97M-V/def2-TZVPD" charge=0 total_energy_ev=-1114008.38040 gap_ev=7.5 max_force_ev_per_a=5.08 homo_ev=-9.5 lumo_ev=-1.98 spin_multiplicity=1
C -0.730 -6.607 -4.964
O -1.567 -6.333 -6.121
C -2.970 -6.646 -5.819
C -3.595 -5.477 -4.859
C -4.195 -6.172 -3.542
C -4.032 -5.268 -2.193
C -2.519 -4.792 -1.949
C -2.296 -3.199 -1.922
C -3.225 -2.365 -2.924
C -2.633 -0.875 -3.180
C -2.323 -0.232 -1.728
C -2.128 1.358 -1.756
C -2.079 1.950 -0.234
C -0.713 2.767 -0.062
C -0.611 4.194 -0.044
C 0.768 4.984 0.076
O 0.714 6.232 0.054
C 2.095 4.126 0.240
C 3.463 4.928 0.375
O 3.566 5.706 1.353
C 4.669 4.718 -0.661
F 4.267 3.918 -1.781
F 5.637 3.901 0.031
C 5.444 6.050 -1.082
F 5.977 6.780 0.002
F 6.582 5.620 -1.855
C 4.619 7.064 -2.010
F 3.455 6.526 -2.588
F 4.274 8.247 -1.284
C 5.634 7.530 -3.193
O 5.494 7.120 -4.355
O 6.713 8.391 -2.819
C 2.035 2.695 0.249
C 3.304 1.764 0.438
C 3.903 2.081 2.022
C 5.487 1.617 2.258
O 4.223 0.863 2.854
C 0.627 1.929 0.063
O 0.559 0.680 -0.021
H 0.276 -7.081 -5.246
H -0.477 -5.586 -4.477
H -1.268 -7.208 -4.151
H -3.042 -7.683 -5.332
H -3.499 -6.604 -6.839
H -2.739 -4.751 -4.674
H -4.462 -5.008 -5.433
H -5.291 -6.495 -3.704
H -3.614 -7.143 -3.328
H -4.282 -5.998 -1.332
H -4.814 -4.442 -2.134
H -1.816 -5.263 -2.726
H -2.193 -5.185 -0.914
H -2.417 -2.850 -0.836
H -1.206 -3.021 -2.266
H -4.271 -2.235 -2.451
H -3.378 -2.839 -3.948
H -3.378 -0.252 -3.786
H -1.648 -0.924 -3.774
H -1.400 -0.687 -1.236
H -3.237 -0.464 -1.074
H -3.048 1.816 -2.258
H -1.200 1.685 -2.354
H -2.079 1.064 0.491
H -2.949 2.669 -0.032
H -1.593 4.777 -0.123
H 7.553 7.912 -3.040
H 3.056 0.647 0.429
H 4.168 1.968 -0.273
H 3.536 3.085 2.561
H 6.012 1.029 1.447
H 5.970 2.274 3.049
C -2.261 2.991 3.927
Br -1.683 3.489 2.135
Br -2.219 1.069 4.184
Br -1.254 3.925 5.296
H -3.300 3.302 4.028
C -6.093 -3.972 1.446
Br -4.501 -3.185 0.666
Br -7.712 -3.233 0.678
Br -6.064 -5.909 1.343
H -6.093 -3.710 2.503
C 5.135 -1.728 -0.867
Br 5.444 -0.592 -2.408
Br 6.437 -1.414 0.534
Br 3.313 -1.577 -0.216
H 5.269 -2.756 -1.197
C -0.317 -0.333 7.769
Br -1.139 1.339 8.308
Br -1.594 -1.527 6.930
Br 1.241 -0.042 6.652
H 0.028 -0.824 8.678
C -0.322 0.286 12.564
Br -1.144 1.958 13.101
Br -1.597 -0.906 11.717
Br 1.239 0.575 11.452
H 0.020 -0.207 13.472